114
Properties=species:S:1:pos:R:3:forces:R:3 method="wB97M-V/def2-TZVPD" homo_lumo_gap_ha=0.18289 spin_multiplicity=1 total_charge=-1 homo_ev=-3.03
C -4.117984 1.862908 0.221775 0.1228 0.3179 0.1743
C -4.416388 2.323386 1.660786 -0.4148 0.1576 -0.1059
C -5.464699 1.501100 2.422876 0.1889 -0.0925 -0.0663
C -5.218571 -0.006302 2.429410 -0.2468 -0.1150 0.5961
C -4.012327 -0.418478 3.330408 -0.7215 -0.0434 -1.1537
C -2.996057 -1.223368 2.512039 0.1158 0.6097 0.1489
P -1.199484 -1.466924 3.163038 0.3517 -1.1422 -0.8250
C -1.455964 -3.401610 3.312405 0.4607 -0.0916 0.1376
C -0.402776 -4.108720 4.173522 -0.3082 -0.7006 -0.4269
C -0.289056 -5.594190 3.798835 0.1824 0.4005 0.1384
F -0.269140 -6.409508 4.940858 -0.0115 -0.1245 0.0259
C -0.556942 -1.689161 1.313980 0.0023 0.5475 0.2097
C 0.756251 -2.430935 1.226991 0.1216 -0.4504 -0.1186
N 1.477844 -2.366484 -0.078893 0.0272 0.1094 -0.2502
C 0.632491 -2.419401 -1.268131 0.0852 -0.2123 -0.3736
C -0.183445 -3.719088 -1.329158 0.2854 0.1313 -0.2559
C 2.387520 -1.268481 -0.119433 -0.1387 0.7718 0.3014
C 3.831398 -1.616237 0.182633 -0.1460 -0.4151 0.2750
O 2.058086 -0.126328 -0.368153 0.1649 -0.6735 -0.2939
C -0.862764 0.464657 3.050640 -0.3696 0.2251 0.6239
O 0.557682 0.704006 3.034610 0.0567 -0.1493 -0.0388
N 0.923003 1.599693 4.016778 -0.2641 -0.3331 0.1816
O 2.025237 1.410862 4.379424 0.2686 0.2448 -0.2383
P -1.756918 -1.095101 5.407018 -1.0936 1.6222 -0.0092
O -2.390219 -2.508657 6.088008 0.7333 -0.2618 0.1525
O -0.273159 -0.880471 6.088051 -0.1198 -1.1087 0.1438
H -4.594898 0.922666 -0.043796 0.0290 -0.0687 0.0598
H -3.042129 1.756669 0.085830 0.0029 -0.1274 -0.1576
H -4.468158 2.611409 -0.489280 0.0040 -0.0423 -0.0993
H -4.799008 3.346123 1.608978 0.0911 0.0704 0.1053
H -3.501400 2.391508 2.250668 0.0801 -0.2022 -0.0349
H -6.471993 1.712517 2.051333 0.0481 0.0257 -0.2134
H -5.454377 1.845726 3.461599 -0.0935 -0.0056 0.0350
H -6.129640 -0.475395 2.815504 -0.0054 -0.0493 -0.0088
H -5.098593 -0.412589 1.424763 0.0657 0.1169 -0.0774
H -3.588099 0.511033 3.703609 0.2105 -0.1971 0.3893
H -4.449275 -1.004968 4.138714 0.4010 0.1336 0.3733
H -2.880932 -0.673776 1.569932 0.1117 -0.0338 -0.0317
H -3.443347 -2.182188 2.235367 0.1198 -0.1074 0.0370
H 0.203549 -1.610263 3.607874 -0.0738 0.0116 0.2434
H -1.385524 -3.857717 2.316133 -0.1486 0.2438 -0.1464
H -2.456082 -3.658617 3.675384 -0.0013 0.0726 0.1284
H -0.666670 -4.083029 5.230487 0.1073 0.2551 0.0451
H 0.580193 -3.669490 3.998134 -0.0189 0.2606 0.2963
H -1.127030 -5.909634 3.178025 -0.0660 -0.1350 0.0770
H 0.650509 -5.781585 3.275233 -0.0505 -0.1448 -0.1236
H -1.338705 -2.184746 0.733932 0.0457 -0.1206 -0.0093
H -0.426989 -0.690356 0.885755 0.0211 -0.0008 -0.0453
H 0.607690 -3.494724 1.435960 -0.0539 -0.0043 0.0654
H 1.451939 -2.079366 1.993728 -0.0161 0.1128 0.0068
H 0.009054 -1.531752 -1.411981 -0.1218 -0.0211 0.2137
H 1.314512 -2.444612 -2.123165 0.0841 0.1783 0.0389
H -1.244692 -3.560602 -1.156381 -0.0129 -0.0876 0.2346
H -0.070306 -4.166060 -2.318287 -0.1337 0.0120 -0.0533
H 0.232555 -4.441968 -0.629654 -0.1902 -0.0198 0.1527
H 3.899835 -2.645454 0.528100 0.0040 0.0097 0.0909
H 4.248520 -0.948683 0.933475 -0.0038 0.1526 -0.0895
H 4.426541 -1.548014 -0.728608 -0.0603 0.1810 -0.0574
H -1.253258 0.937911 3.957114 -0.0388 0.1415 -0.0728
H -1.347257 0.933816 2.190633 0.1773 -0.0498 -0.1592
H -3.249983 -2.645803 5.681379 -0.1093 -0.0153 -0.0148
H 0.306039 -1.624880 5.853223 0.2712 0.2390 -0.1606
O 10.690657 1.337071 0.312665 1.9650 -1.3666 0.4125
P 9.909663 0.109518 0.084270 -4.4207 1.4106 -1.1950
O 9.173909 0.304532 -1.345966 0.2216 -0.2572 0.1946
C 9.929307 0.693984 -2.485642 0.0872 0.1276 -0.2337
C 10.832709 -0.415501 -2.993551 0.0364 -0.0690 0.1571
O 8.638936 0.119778 1.043379 0.3445 -0.3693 0.2659
C 8.471331 1.100551 2.074258 -0.1808 0.2897 0.1848
C 7.647921 2.270548 1.582760 -0.0941 -0.0409 -0.1783
O 10.039047 -1.486107 0.025316 2.0218 0.4029 0.3959
C 11.287278 -2.177111 0.216736 0.2094 -0.1997 0.1234
C 12.052534 -1.683498 1.428367 -0.0176 0.2161 0.0114
H 10.513162 1.589761 -2.258364 -0.0185 -0.0144 0.0656
H 9.201026 0.959998 -3.251457 -0.0720 -0.0308 0.0622
H 11.660537 -0.590948 -2.301227 0.0146 0.0285 -0.0347
H 11.261024 -0.151255 -3.961022 -0.0119 0.0262 0.0008
H 10.275788 -1.347656 -3.093273 -0.0276 0.0204 -0.0515
H 9.438312 1.429643 2.454805 0.0761 -0.0069 -0.1698
H 7.954900 0.595968 2.891188 -0.0071 -0.0968 -0.0703
H 8.081109 2.697441 0.677964 0.1090 0.0298 0.0607
H 7.592168 3.046374 2.347126 0.0010 -0.0172 0.0189
H 6.634708 1.948199 1.341868 -0.0062 0.0021 0.0302
H 11.895555 -2.092294 -0.686872 -0.0462 0.0418 -0.0198
H 11.031439 -3.228599 0.334998 -0.1640 0.0376 -0.0247
H 12.406214 -0.659970 1.281344 -0.0206 -0.0320 -0.0085
H 12.922738 -2.313525 1.612657 -0.0239 -0.0504 -0.0143
H 11.415362 -1.692291 2.313413 0.0101 -0.0893 0.0112
O -6.700280 4.296340 -5.769035 -1.1030 -0.6065 -1.2145
P -6.999591 3.201345 -4.839621 2.2292 0.2507 3.0048
O -7.879174 3.678542 -3.595451 -0.3368 -0.0766 -0.3734
C -9.063974 4.445464 -3.817254 -0.2959 0.1754 0.0238
C -10.183773 3.617970 -4.419380 0.1132 -0.1163 -0.1047
O -5.669580 2.796856 -4.054099 -0.1266 -0.1910 -0.1641
C -4.414607 3.430555 -4.312788 0.3065 0.1648 0.0438
C -4.178595 4.585121 -3.364395 -0.1080 0.0418 0.2060
O -7.499387 1.710911 -5.074488 -0.6430 0.5085 -1.3943
C -7.981724 1.235609 -6.348175 -0.0549 -0.1073 -0.2422
C -7.075260 1.606798 -7.505151 0.0610 0.1968 -0.0058
H -8.836273 5.306181 -4.450578 0.0870 -0.0433 -0.0160
H -9.362338 4.823882 -2.840595 0.0954 -0.0640 0.0516
H -9.959794 3.355849 -5.456575 -0.0229 0.0294 0.0018
H -11.120138 4.176416 -4.413333 0.0131 0.0268 0.0143
H -10.317968 2.691177 -3.861235 -0.0305 0.0321 0.0484
H -4.352254 3.753985 -5.352024 -0.1760 0.0469 -0.0042
H -3.651464 2.665698 -4.165111 -0.0827 -0.0679 0.0415
H -5.003547 5.298093 -3.391210 0.0016 0.0011 -0.1558
H -3.257305 5.110959 -3.618437 0.0162 -0.0367 -0.0147
H -4.098169 4.221977 -2.339367 0.0401 -0.0102 -0.0074
H -8.996020 1.606290 -6.515720 0.0131 0.0416 0.0534
H -8.046156 0.153328 -6.253518 0.0436 0.0098 0.1742
H -7.078209 2.682947 -7.680991 0.0026 -0.0348 0.0277
H -7.410429 1.116219 -8.419360 -0.0214 -0.0881 0.0420
H -6.047533 1.306605 -7.297878 -0.0157 -0.0839 -0.0215

---

108
Properties=species:S:1:pos:R:3:forces:R:3 method="wB97M-V/def2-TZVPD" homo_lumo_gap_ha=0.26042 spin_multiplicity=1 e_above_lowest_kj_mol=1388.4 homo_ev=-7.72
Cu -4.063510 -18.061000 0.766940 -6.7741 -13.7066 -2.1489
C -2.998660 -15.550840 1.601800 1.0138 0.2884 0.8022
O -3.373800 -16.753440 0.975840 6.8447 11.3374 8.6720
H -3.311730 -14.789640 0.887190 0.8039 -1.8087 0.7578
H -3.419290 -15.287920 2.572390 0.2079 -0.6300 -0.5632
H -1.912730 -15.484430 1.668410 -0.5257 0.0321 -0.0068
C -3.618420 -12.041620 3.348380 0.3861 -0.4631 -0.9435
C -3.177640 -11.237940 2.098360 -2.6285 2.2050 0.7180
C -1.976330 -10.372100 2.546750 0.0736 -0.6931 -1.3449
C -1.305970 -9.661300 1.362420 -0.6208 -0.6224 -0.0162
C -0.988080 -10.600240 0.173720 -0.1604 0.3386 0.7870
C -2.144350 -11.579250 -0.255580 -0.1709 2.8492 0.8282
N -2.872610 -12.086130 0.930030 1.9729 0.0930 1.9402
O -3.943180 -12.923040 0.608060 -0.6505 2.8934 0.5800
C -3.110120 -10.752210 -1.138620 0.2306 0.5437 -0.7934
C -1.499030 -12.716910 -0.965460 -0.5681 0.8666 -0.2786
C -4.439970 -10.288010 1.774360 0.8842 0.0325 -0.1190
H -4.023000 -11.454190 4.172600 0.4584 0.5385 -0.1770
H -2.716220 -12.564800 3.665260 -0.1642 -0.4263 0.4376
H -4.432270 -12.738920 3.149580 0.3603 0.1457 -0.3690
H -2.227890 -9.653600 3.326850 -0.3703 -0.1557 -0.0221
H -1.249770 -11.077640 2.949760 -0.7782 0.4905 0.5172
H -0.417490 -9.161420 1.748200 0.1256 0.1655 -0.3181
H -2.002290 -8.920100 0.970160 0.1005 0.3423 0.1823
H -0.066210 -11.151550 0.359000 -1.1422 0.4123 -0.5601
H -0.702630 -9.929460 -0.636630 -0.4136 -0.2163 -0.4930
H -3.331890 -9.733040 -0.822050 0.0542 -0.1449 0.9354
H -2.629780 -10.483070 -2.079330 0.2170 -0.6384 -0.4325
H -4.061020 -11.228250 -1.377950 0.9833 0.5823 0.6760
H -0.794800 -12.352310 -1.713270 0.1385 0.0132 -0.0094
H -1.001070 -13.384920 -0.262680 -0.0360 0.5558 -0.0606
H -2.310010 -13.205660 -1.505400 1.4187 1.2538 0.5083
H -4.171770 -9.494210 1.077190 -0.0872 -0.5242 -0.6469
H -4.849150 -9.649290 2.557120 0.2836 -0.5896 0.8955
H -5.255460 -10.926820 1.435240 0.0100 0.1914 -0.3869
H -3.576000 -13.805250 0.700140 0.0557 1.6216 0.8019
C -7.256720 -13.011510 -1.065080 -0.1749 -0.9473 1.4673
O -6.666860 -14.206530 -1.499380 -0.9160 -0.3275 -1.2873
C -5.790560 -14.812900 -0.623940 -3.2290 -2.3497 2.3344
C -6.486830 -15.595820 0.497790 -0.3023 0.5547 -0.3608
N -5.535950 -16.341750 1.295090 -4.4148 0.4806 2.7584
C -5.806530 -16.266990 2.788640 0.1397 -0.4700 -1.4102
C -5.592930 -14.893680 3.426310 -1.2654 1.1162 -2.5773
O -5.678100 -15.033940 4.772930 -6.8139 10.0498 -0.3972
C -5.298240 -13.864030 5.562840 0.0313 -1.1762 0.2101
H -7.912120 -12.599920 -1.832640 0.2320 -0.0481 0.0482
H -6.447880 -12.351070 -0.752530 -0.8924 0.5318 0.2380
H -7.808940 -13.320450 -0.177550 -0.6010 0.7724 0.1162
H -5.044280 -14.143910 -0.195420 -3.0452 -0.0663 0.3054
H -5.229330 -15.489890 -1.267990 -2.8821 -1.0427 2.4227
H -7.210230 -16.307160 0.099310 -0.3283 0.2965 -0.2489
H -7.007400 -14.823520 1.064060 -0.3555 -0.2138 0.4749
H -4.550990 -16.232740 1.099950 -1.6528 0.9021 -0.2050
H -5.126550 -16.939480 3.311590 -0.2260 -0.3818 -0.9245
H -6.785710 -16.644800 3.082870 -0.3422 0.1323 -0.4685
H -6.297590 -14.160900 3.033130 -0.4104 0.0986 -0.0950
H -4.631270 -14.487500 3.112740 -0.0927 -0.0444 0.3368
H -6.007750 -13.036930 5.587140 -0.0641 -0.0280 -0.5847
H -4.277460 -13.591430 5.294870 -0.2009 0.3065 -0.1629
H -5.226560 -14.246800 6.580900 -0.0731 -0.0775 0.0300
C -4.396500 -16.355160 5.107010 5.7209 -5.1292 2.7961
O -3.341670 -15.919800 6.048370 -0.8992 0.2359 -0.0151
C -1.976740 -16.160220 5.745010 -0.2808 0.5953 -1.3969
C -1.671030 -15.719020 4.278140 0.1752 -2.1461 1.2325
N -0.230280 -15.740900 4.012330 -1.6613 0.2747 0.0529
C 0.106270 -15.614680 2.603010 0.9919 1.0474 0.2158
C -0.122880 -14.201970 2.009110 2.0589 -0.1469 1.1563
O 0.968700 -13.371440 2.532600 -0.9856 -0.1548 -0.6979
C 0.836730 -11.998450 2.162470 -0.0908 -0.5319 1.3384
H -4.341460 -15.862350 4.136340 2.5958 -1.4713 1.3559
H -5.390440 -16.184310 5.520530 1.8206 -2.9325 1.7186
H -4.233220 -17.428190 5.006790 0.3973 -0.7839 -0.4494
H -1.657080 -17.193210 5.882300 -0.2459 -0.2857 0.0097
H -1.396850 -15.553570 6.440570 -0.0392 0.1203 0.1005
H -2.350700 -14.886150 4.097920 0.7255 0.9546 -0.1614
H -2.053450 -16.514600 3.638680 -0.2373 -0.1440 0.0243
H 0.219900 -15.052510 4.598470 0.4227 0.1955 -0.3152
H -0.374800 -16.338920 1.945630 -0.1400 -0.3604 0.5294
H 1.169930 -15.851400 2.576980 0.1459 0.2277 -0.4918
H -1.081810 -13.806310 2.343780 -0.0627 0.2739 -0.2230
H -0.028950 -14.233830 0.923630 -0.1737 -0.0315 0.0147
H 1.590980 -11.449090 2.725860 0.4458 -0.0640 -0.4961
H -0.095820 -11.580070 2.541160 0.6528 -0.6947 -0.2439
H 0.782380 -11.784400 1.095070 1.4003 -0.8986 0.6378
C -4.844130 -12.632490 -2.462640 0.1039 -0.4694 -1.1035
O -3.647100 -13.399870 -2.448710 -0.5106 -0.8070 0.3557
C -3.666700 -14.544450 -1.523960 3.2891 -0.2759 -3.2852
C -2.294130 -15.257370 -1.560820 -0.0713 -1.6456 -0.7663
N -2.245710 -16.496240 -0.727300 1.1735 1.5532 -4.9121
C -0.987350 -17.116280 -0.837230 1.8356 0.0423 -2.0380
C -0.704000 -17.714270 -2.271890 -1.8449 -0.1071 0.3729
O 0.247570 -18.708850 -2.240510 -1.5176 -1.4854 1.0464
C 1.523630 -18.333300 -2.461360 1.2998 0.3497 -0.8413
H -5.173260 -12.371520 -1.456820 0.6848 -0.0309 -0.6551
H -5.677740 -13.166180 -2.919110 0.4105 0.0333 -0.3530
H -4.604750 -11.742900 -3.045240 -0.1742 -0.0559 0.0374
H -4.487260 -15.156380 -1.898560 3.3067 0.6810 -1.6933
H -3.918050 -14.243440 -0.506950 1.9244 -0.7027 -3.0578
H -1.546460 -14.504170 -1.312220 0.1312 -1.8766 -0.2439
H -2.092930 -15.621150 -2.568430 -0.1743 0.4856 -0.3635
H -2.514860 -16.321030 0.230280 1.8332 -0.4677 -2.5531
H -0.747360 -17.966080 -0.198210 -0.7596 -0.0484 0.4575
H -0.234940 -16.360540 -0.611800 0.9075 0.1530 0.0010
H -0.587200 -17.034620 -3.116010 0.6775 0.5866 0.2389
H -1.595020 -18.253630 -2.593260 -0.5678 0.0769 0.3907
H 1.666200 -17.296660 -2.156150 0.5632 0.0518 0.1568
H 1.663890 -18.422480 -3.538610 0.7970 0.2602 -0.2837
H 2.171830 -19.044130 -1.948850 0.2925 0.3073 0.0311